1.
C58H48LaO10P2S3 | ωB97M-V with the def2-TZVPD basis set

```
! RIJCOSX wB97M-V def2-TZVPD def2/J DEFGRID3
* xyz -1 1
La -0.0578 -1.3715 -0.2608
O 1.6955 0.1078 0.1811
S 0.9360 1.2877 0.7331
C 1.4104 1.1948 2.4738
C 2.6994 1.5041 2.8381
C 3.1868 1.3087 4.1411
C 2.3469 0.7621 5.0722
C 2.5570 0.3897 6.5139
C 1.2031 -0.2013 6.9789
C 0.3358 -0.1978 5.7460
C -0.9249 -0.6689 5.5054
C -1.4835 -0.4789 4.2296
C -0.8236 0.1709 3.2050
P -1.6334 0.3862 1.5792
C -1.7784 2.2311 1.7061
C -1.5420 3.0354 0.5960
C -1.6671 4.4102 0.6761
C -2.0289 5.0003 1.8749
C -2.2805 4.2103 2.9846
C -2.1523 2.8356 2.9024
C -3.3843 -0.0768 1.8239
C -3.9114 -2.2134 0.9430
C -5.3812 -2.2008 0.6982
C -6.0447 -1.0495 0.4586
C -5.4909 0.2528 0.4737
C -4.2628 0.6277 0.9825
C 0.5141 0.6095 3.4020
C 1.0417 0.4118 4.6930
C 1.8740 2.7196 0.2060
C 1.8953 3.8256 1.0503
C 2.5542 5.0085 0.7208
C 3.2254 5.0656 -0.4774
C 4.0771 6.1418 -1.0945
C 4.5110 5.5719 -2.4650
C 3.8365 4.2318 -2.5533
C 3.7909 3.3001 -3.5612
C 2.9916 2.1762 -3.3765
C 2.2675 1.9089 -2.2106
P 1.1159 0.4703 -2.3727
C 2.3457 -0.6923 -3.0815
C 3.5967 -0.7569 -2.4682
C 4.5871 -1.5782 -2.9704
C 4.3490 -2.3387 -4.1052
C 3.0946 -2.3189 -4.6908
C 2.0883 -1.5219 -4.1682
C 0.2173 1.1823 -3.8268
C -0.8145 2.0291 -3.4239
C -1.6208 2.6702 -4.3406
C -1.4048 2.4799 -5.6950
C -0.3648 1.6655 -6.1104
C 0.4456 1.0206 -5.1882
C 2.3804 2.8074 -1.1181
C 3.1301 3.9819 -1.3683
H 3.3638 1.9118 2.0915
H 4.2086 1.5699 4.3769
H 2.8446 1.2602 7.1068
H 3.3608 -0.3437 6.6002
H 0.7500 0.4150 7.7608
H 1.3219 -1.2098 7.3787
H -1.4960 -1.1809 6.2664
H -2.4701 -0.8685 4.0266
H -1.2723 2.5685 -0.3403
H -1.4834 5.0229 -0.1955
H -2.1221 6.0750 1.9423
H -2.5801 4.6728 3.9153
H -2.3630 2.2152 3.7615
H -3.4000 -1.7561 0.0901
H -5.9025 -3.1433 0.7343
H -7.0968 -1.1208 0.2011
H -6.1070 1.0439 0.0546
H -3.9913 1.6734 0.8458
H 1.4018 3.7426 2.0080
H 2.5497 5.8362 1.4142
H 4.9382 6.3653 -0.4620
H 3.5107 7.0682 -1.2117
H 5.5968 5.4649 -2.5278
H 4.1969 6.2168 -3.2881
H 4.3260 3.4390 -4.4907
H 2.9236 1.4712 -4.1927
H 3.7831 -0.1509 -1.5931
H 5.5549 -1.6153 -2.4889
H 5.1345 -2.9576 -4.5206
H 2.9002 -2.9332 -5.5598
H 1.1010 -1.5580 -4.6028
H -0.9847 2.1643 -2.3665
H -2.4203 3.3119 -4.0011
H -2.0375 2.9687 -6.4227
H -0.1767 1.5275 -7.1667
H 1.2570 0.4014 -5.5464
O -2.2795 -4.2708 -2.6211
S -2.0278 -3.6795 -1.3319
O -0.6409 -4.1490 -0.7612
O -1.9853 -2.2116 -1.4001
C -3.1498 -4.3276 -0.1643
C -3.4526 -5.6640 -0.3547
C -4.0993 -6.3975 0.6180
C -4.4032 -5.7673 1.8445
C -4.1204 -4.4554 2.0537
C -3.4135 -3.6451 1.0831
S -1.4832 -3.4319 1.9147
O -3.5869 -1.4028 2.0997
O -1.6905 -3.4530 3.3585
O -1.1305 -2.0428 1.4273
H -3.1850 -6.0950 -1.3091
H -4.3829 -7.4247 0.4449
H -4.9083 -6.3349 2.6158
H -4.3766 -3.9700 2.9821
O -2.1723 0.4660 -1.3511
H -2.4818 -0.3402 -1.7897
H -2.8688 0.6771 -0.7022
C 1.9534 -5.2756 -0.4168
O 1.7309 -3.8882 -0.6531
C 0.6481 -3.4740 -1.4464
C 0.7054 -4.1283 -2.8344
H 2.9627 -5.3588 -0.0089
H 1.8821 -5.8656 -1.3316
H 1.2301 -5.6534 0.3132
H 0.3385 -5.1564 -2.8141
H 1.7379 -4.1059 -3.1827
H 0.0793 -3.5769 -3.5289
O 0.8517 -3.6748 1.8980
C 1.3501 -2.8187 1.2895
*
```

Values from the calculation:
Electronic energy, Ha: -4900.1011

2.
C58H49O5P2PdS2 | ωB97M-V with the def2-TZVPD basis set

```
! RIJCOSX wB97M-V def2-TZVPD def2/J DEFGRID3
* xyz 1 1
Pd 0.0551 -0.0336 -0.1794
O -0.5551 1.1124 -2.7529
S -0.3895 -0.3633 -2.5192
C -1.8784 -1.0105 -3.2588
C -2.0227 -0.7465 -4.6017
C -3.1449 -1.1627 -5.3375
C -4.1201 -1.8578 -4.6799
C -5.4132 -2.4574 -5.1750
C -6.1068 -3.0112 -3.9026
C -5.1386 -2.7262 -2.7811
C -5.2157 -2.9659 -1.4417
C -4.1675 -2.4998 -0.6241
C -3.0470 -1.8471 -1.1021
P -1.9915 -1.1427 0.1929
C -2.9044 0.3706 0.6615
C -3.9008 0.9222 -0.1396
C -4.4927 2.1288 0.2098
C -4.1069 2.7891 1.3663
C -3.0852 2.2682 2.1512
C -2.4678 1.0844 1.7836
C -2.1369 -2.3080 1.5864
C -2.6258 -1.9266 2.8339
C -2.6116 -2.8207 3.8961
C -2.1175 -4.1035 3.7240
C -1.6597 -4.5010 2.4744
C -1.6635 -3.6121 1.4137
C -2.9114 -1.6392 -2.5078
C -4.0011 -2.0696 -3.2918
C 0.9109 -0.7993 -3.6503
C 0.7463 -1.8449 -4.5259
C 1.6458 -2.0929 -5.5809
C 2.7209 -1.2627 -5.7129
C 3.8156 -1.2071 -6.7497
C 4.7895 -0.1103 -6.2434
C 4.1586 0.4083 -4.9746
C 4.5806 1.3384 -4.0704
C 3.7963 1.5474 -2.9203
C 2.5821 0.9278 -2.6926
P 1.7864 1.3057 -1.1087
C 1.0423 2.9655 -1.2822
C 1.5709 3.9450 -2.1163
C 0.9212 5.1639 -2.2618
C -0.2601 5.4119 -1.5813
C -0.8057 4.4348 -0.7589
C -0.1558 3.2211 -0.6102
C 3.1747 1.5254 0.0372
C 3.8682 0.3737 0.4176
C 4.8486 0.4497 1.3940
C 5.1311 1.6661 2.0043
C 4.4376 2.8088 1.6309
C 3.4534 2.7409 0.6528
C 2.0979 -0.0123 -3.6496
C 2.9467 -0.2687 -4.7374
H -1.2445 -0.1907 -5.1074
H -3.2120 -0.9341 -6.3933
H -5.2155 -3.2494 -5.8983
H -6.0210 -1.7059 -5.6790
H -6.3106 -4.0792 -3.9820
H -7.0614 -2.5177 -3.7176
H -6.0624 -3.4700 -0.9940
H -4.2648 -2.6408 0.4445
H -4.2147 0.4128 -1.0418
H -5.2622 2.5494 -0.4242
H -4.5936 3.7128 1.6510
H -2.7750 2.7903 3.0477
H -1.6370 0.7042 2.3655
H -3.0461 -0.9431 2.9848
H -2.9901 -2.5089 4.8610
H -2.0966 -4.7933 4.5577
H -1.2923 -5.5081 2.3254
H -1.2973 -3.9225 0.4459
H -0.1263 -2.4757 -4.4277
H 1.4564 -2.9079 -6.2673
H 3.3948 -0.9543 -7.7240
H 4.3087 -2.1735 -6.8574
H 4.9141 0.6908 -6.9723
H 5.7808 -0.5169 -6.0413
H 5.5075 1.8825 -4.2003
H 4.1828 2.2194 -2.1638
H 2.4783 3.7543 -2.6737
H 1.3333 5.9149 -2.9234
H -0.7653 6.3620 -1.7023
H -1.7460 4.6033 -0.2492
H -0.5961 2.4483 0.0071
H 3.6108 -0.5748 -0.0403
H 5.3886 -0.4426 1.6835
H 5.8840 1.7222 2.7803
H 4.6648 3.7586 2.0992
H 2.9019 3.6300 0.3725
C 4.0512 -7.7711 0.8227
C 3.2346 -6.5404 0.5250
C 2.6531 -5.8010 1.5475
C 1.9723 -4.6194 1.2791
C 1.8726 -4.1791 -0.0305
C 2.4215 -4.9188 -1.0732
C 3.0932 -6.0925 -0.7899
S 1.1481 -2.6108 -0.3948
O 2.1122 -1.8945 -1.2180
O -0.0969 -2.9025 -1.1253
O 0.9056 -1.9785 0.9183
H 4.0764 -7.9753 1.8916
H 5.0757 -7.6300 0.4746
H 3.6486 -8.6460 0.3101
H 2.7504 -6.1411 2.5720
H 1.5337 -4.0263 2.0701
H 2.3282 -4.5519 -2.0878
H 3.5338 -6.6648 -1.5985
C 1.0174 0.5079 3.9965
C 0.8574 1.5287 2.9082
C 0.7371 2.9704 3.3100
O 0.8688 1.2051 1.7359
H 2.0154 0.6302 4.4275
H 0.9353 -0.4962 3.5830
H 0.2952 0.6611 4.7991
H 1.6804 3.2997 3.7536
H -0.0376 3.0905 4.0697
H 0.5142 3.5914 2.4445
*
```

Values from the calculation:
Energy relative to the best compared isomer or geometry (same formula, charge and spin), kcal per mole: 38.5
Electronic energy, Ha: -4222.6056